# 1
Computed, not measured: C11H14BrNO2 in the gas phase, with ωB97M-V with the def2-TZVPD basis set.

Last column: natural (NBO) charge in e.
Atoms and positions in Å:
C: 4.023 -0.033 0.255  -0.2636
O: 3.967 -1.331 -0.293  -0.5287
C: 2.732 -1.978 -0.156  -0.0640
C: 1.576 -1.335 -0.952  -0.2708
N: 0.769 -0.441 -0.153  -0.6211
C: 0.697 0.891 -0.362  0.6924
O: 1.330 1.470 -1.216  -0.6252
C: -0.269 1.600 0.590  -0.5178
C: -1.658 1.070 0.389  -0.0377
C: -2.259 0.238 1.327  -0.2091
C: -3.527 -0.273 1.114  -0.2338
C: -4.195 0.048 -0.054  -0.0771
Br: -5.941 -0.656 -0.357  0.0515
C: -3.616 0.872 -1.006  -0.2449
C: -2.351 1.377 -0.778  -0.1396
H: 3.704 -0.035 1.305  0.1564
H: 3.410 0.677 -0.308  0.1899
H: 5.065 0.274 0.196  0.1937
H: 2.909 -2.989 -0.528  0.1927
H: 2.446 -2.038 0.908  0.1537
H: 0.934 -2.123 -1.358  0.1999
H: 1.988 -0.751 -1.778  0.2466
H: 0.200 -0.855 0.568  0.3948
H: -0.227 2.666 0.363  0.2465
H: 0.062 1.443 1.618  0.2264
H: -1.742 -0.005 2.244  0.2114
H: -3.991 -0.913 1.848  0.2297
H: -4.150 1.114 -1.912  0.2307
H: -1.889 2.017 -1.515  0.2171

Values from the calculation:
- HOMO (eV) = -9.10
- frontier orbital gap (eV) = 9.7
- ΔE to the lowest compared entry with this formula, charge and spin (eV) = 0.000
- SMILES string = COCCNC(=O)Cc1ccc(Br)cc1
- max |F| (eV/A) = 0.63
- LUMO (eV) = 0.5855


# 2
Computed, not measured: C11H14ClF6FeN4O6S3 as an isolated structure, with ωB97M-V with the def2-TZVPD basis set.

Last column: Löwdin spin population.
Atoms and positions in Å:
Fe: -0.620 0.206 -1.491  1.1891
F: -0.159 -2.705 2.084  0.0000
C: 0.996 -2.208 1.638  0.0001
F: 1.210 -2.668 0.411  0.0000
F: 1.979 -2.605 2.435  0.0000
S: 0.882 -0.369 1.621  0.0016
O: -0.246 -0.094 0.755  0.0137
O: 0.764 0.004 2.994  0.0020
N: 2.251 0.117 1.032  0.0012
S: 2.487 0.568 -0.452  -0.0009
O: 1.441 0.168 -1.387  -0.0136
O: 2.949 1.919 -0.530  -0.0012
C: 3.921 -0.468 -0.967  -0.0010
F: 4.959 -0.204 -0.183  -0.0004
F: 4.230 -0.165 -2.222  0.0000
F: 3.623 -1.754 -0.885  -0.0001
Cl: -1.935 0.539 -3.682  -0.0114
C: -0.240 0.203 -3.379  -0.1483
H: 0.387 1.042 -3.661  -0.0037
H: 0.061 -0.762 -3.766  -0.0072
O: -2.561 -0.555 -0.717  0.0233
C: -2.096 -1.680 -0.980  -0.0011
C: -2.691 -3.046 -0.764  -0.0004
C: -1.611 -3.960 -1.356  -0.0015
C: -0.533 -3.012 -1.895  -0.0034
O: 0.453 -3.333 -2.509  -0.0002
N: -0.892 -1.724 -1.554  -0.0209
H: -3.652 -3.111 -1.273  0.0000
H: -2.869 -3.203 0.300  -0.0001
H: -1.967 -4.592 -2.167  -0.0001
H: -1.149 -4.610 -0.613  -0.0002
C: -2.511 2.099 1.334  -0.0002
N: -1.193 2.692 1.378  -0.0028
C: -0.535 2.983 2.653  -0.0003
C: 0.885 3.409 2.231  -0.0002
N: 0.816 3.301 0.775  -0.0016
C: -0.360 2.836 0.357  -0.0037
S: -0.728 2.561 -1.300  -0.0057
H: -2.480 1.089 1.745  -0.0001
H: -2.842 2.043 0.302  -0.0002
H: -3.203 2.713 1.912  0.0000
H: -0.526 2.089 3.277  -0.0001
H: -1.073 3.777 3.173  -0.0001
H: 1.644 2.738 2.630  -0.0001
H: 1.116 4.430 2.530  -0.0001
H: 1.618 3.302 0.163  0.0001

Values from the calculation:
- HOMO (spin up / spin down) (eV) = -9.16 / -9.10
- spin multiplicity = 2
- frontier orbital gap (spin up / spin down) (eV) = 8.4 / 9.3
- ΔE to the lowest compared entry with this formula, charge and spin (eV) = 0.143
- max |F| (eV/A) = 0.51
- LUMO (spin up / spin down) (eV) = -0.7441 / 0.1586


> ΔE to the lowest compared entry with this formula, charge and spin of number 2 (C11H14ClF6FeN4O6S3)?

0.143 eV


> Look up the ΔE to the lowest compared entry with this formula, charge and spin of the second one.

0.143 eV